Formula: C17H27N6O11
Source: OMol25
Level of theory: the ωB97M-V functional and the def2-TZVPD basis

```
! wB97M-V def2-TZVPD RIJCOSX def2/J DEFGRID3
* xyz -1 1
O -6.332 -0.682 4.057
O -8.347 1.252 1.166
O -5.033 1.197 -1.699
O 0.373 3.546 -1.760
O 1.267 -1.846 -0.963
O 4.186 2.527 -4.268
O 2.905 -1.048 0.259
N -6.942 -0.047 3.189
O 2.580 -2.116 2.567
O -0.718 -1.856 4.100
O -1.826 0.215 0.616
O -0.567 -2.329 0.647
C -7.205 0.878 0.943
C -5.448 0.872 -0.605
C 1.114 2.588 -1.603
C 2.424 -1.391 -0.843
C 4.338 1.798 -3.288
C -6.370 0.199 1.935
C -5.082 -0.121 1.531
N -6.746 1.119 -0.313
N -4.655 0.181 0.260
N 5.543 1.341 -2.923
N -4.166 -0.730 2.370
N 2.059 2.320 -2.500
C 0.962 1.716 -0.379
C 6.784 1.649 -3.632
C 1.545 -1.511 3.351
C 3.254 -1.191 -2.114
C -2.962 -1.479 1.931
C 0.148 -2.033 2.964
C -1.718 -0.568 1.813
C -0.389 -1.348 1.679
C 2.672 -0.047 -2.957
C 3.140 1.330 -2.444
H 2.647 -1.704 1.651
H -0.384 -2.374 4.853
H -1.421 -0.303 -0.112
H 0.196 -2.248 -0.015
H -7.259 1.753 -0.904
H -3.651 0.268 0.118
H 5.589 0.726 -2.123
H -4.525 -0.934 3.303
H 2.077 2.937 -3.300
H 0.668 0.721 -0.698
H 0.182 2.131 0.257
H 1.896 1.666 0.174
H 7.610 1.066 -3.223
H 6.667 1.416 -4.692
H 7.006 2.713 -3.533
H 1.737 -1.755 4.400
H 1.588 -0.422 3.255
H 4.301 -0.986 -1.873
H 3.222 -2.109 -2.705
H -3.148 -1.976 0.973
H -2.762 -2.272 2.658
H 0.236 -3.107 2.764
H -1.669 0.089 2.688
H 0.372 -0.635 1.343
H 1.583 -0.108 -2.945
H 2.988 -0.173 -3.994
H 3.470 1.234 -1.409
*
```

As for the electronic energy: -1820.31951 hartree. The calculation puts the HOMO energy at -6.7 eV. For the HOMO-LUMO gap, the calculation gives 8.594 eV.